1.
Density functional theory data (ωB97M-V/def2-TZVPD) for C25H40F4I2NO7P as an isolated structure at a distorted geometry.

```
80
Properties=species:S:1:pos:R:3:mulliken_charge:R:1
C 4.20 2.00 3.11 0.01
C 3.67 1.61 2.11 -1.20
C 3.16 1.14 0.84 -0.28
C 2.24 -0.11 1.00 1.61
C 3.07 -1.21 1.66 -0.34
C 4.40 -1.56 0.95 -1.51
C 4.59 -3.07 0.68 0.04
C 5.24 -3.34 -0.69 -1.55
C 1.78 -0.38 -0.42 -2.35
N 0.54 -1.24 -0.57 -0.39
I -0.05 -0.76 -2.60 0.43
C 0.97 -2.68 -0.61 1.71
C 1.71 -3.10 -1.79 -1.71
C 2.46 -3.45 -2.66 -0.35
C -0.59 -0.92 0.48 3.70
C -0.96 -2.14 1.39 -1.98
C -0.03 -2.63 2.51 -1.32
C 0.58 -4.04 2.38 -0.52
F 0.15 -4.73 1.25 -0.31
C -1.96 -0.52 -0.12 -2.78
P -3.06 -1.79 -0.85 1.09
O -4.02 -2.27 0.14 -0.78
O -2.21 -2.99 -1.49 -0.51
O -3.76 -1.08 -2.11 -0.56
C -0.15 0.34 1.34 -2.63
I -1.31 0.47 3.20 0.07
C -0.39 1.71 0.66 -0.80
C 0.23 2.91 1.38 -0.20
C 0.39 4.08 0.39 -0.82
O 1.58 3.95 -0.36 -0.57
O 1.17 0.28 1.84 0.38
H 4.42 2.39 4.08 0.48
H 3.95 0.97 0.12 0.70
H 2.54 1.92 0.40 0.16
H 3.31 -0.87 2.66 1.09
H 2.51 -2.13 1.78 -0.73
H 4.52 -1.06 -0.01 0.57
H 5.21 -1.26 1.61 0.37
H 3.63 -3.59 0.69 -0.02
H 5.23 -3.51 1.44 0.50
H 6.32 -3.19 -0.62 0.36
H 4.88 -2.65 -1.44 0.32
H 5.03 -4.34 -1.03 0.38
H 1.55 0.58 -0.87 0.50
H 2.60 -0.80 -1.00 1.15
H 0.11 -3.34 -0.56 0.88
H 1.60 -2.86 0.26 -0.60
H 2.99 -4.02 -3.38 0.49
H -1.90 -1.86 1.83 1.07
H -1.23 -3.00 0.78 0.75
H -0.63 -2.66 3.41 0.64
H 0.77 -1.93 2.76 0.39
H 0.32 -4.64 3.24 0.37
H 1.67 -4.01 2.35 0.23
H -1.94 0.35 -0.77 1.08
H -2.56 -0.21 0.74 0.63
H -2.16 -2.92 -2.45 0.36
H -3.58 -0.13 -2.16 0.46
H -0.11 1.70 -0.40 0.32
H -1.46 1.90 0.67 0.92
H 1.20 2.70 1.81 -0.03
H -0.43 3.24 2.18 0.65
H -0.46 4.09 -0.28 0.23
H 0.38 5.01 0.96 0.37
H 2.32 4.12 0.23 0.40
C -6.42 2.65 -2.77 -0.86
C -6.31 3.87 -1.86 -0.34
O -5.23 3.87 -0.95 -0.38
C -3.92 4.32 -1.45 0.41
O -3.91 5.40 -2.14 -0.87
C -3.22 3.17 -2.24 0.54
F -3.45 1.91 -1.69 -0.26
F -1.87 3.33 -2.17 -0.29
F -3.51 3.05 -3.53 -0.30
H -6.20 1.74 -2.21 0.10
H -7.43 2.58 -3.17 0.42
H -5.74 2.71 -3.61 0.18
H -7.20 3.89 -1.22 0.32
H -6.32 4.80 -2.44 0.30
H -3.34 4.30 -0.48 0.00
```

The total energy is -78749.90244 eV.

***

2.
Density functional theory data (ωB97M-V/def2-TZVPD) for C25H40GeO7PSeTi as an isolated structure.

```
76
Properties=species:S:1:pos:R:3:mulliken_charge:R:1
Ti -0.20 -0.72 -0.10 0.37
O 1.87 -0.56 -0.14 -0.06
C 2.52 0.07 1.06 4.08
C 1.46 -0.09 2.16 -0.74
O 1.57 0.02 3.31 -0.40
O 0.19 -0.33 1.56 0.13
C 3.78 -0.71 1.36 -0.24
C 3.67 -1.97 1.96 -0.10
C 4.81 -2.72 2.20 -1.09
C 6.05 -2.22 1.85 -0.53
C 6.16 -0.97 1.25 -1.06
C 5.03 -0.21 1.01 -0.16
C 2.70 1.55 0.77 -1.00
C 2.85 2.00 -0.54 -0.14
C 3.08 3.35 -0.79 -0.95
C 3.15 4.25 0.26 -0.67
C 3.01 3.80 1.57 -0.96
C 2.79 2.45 1.83 -0.41
H 2.48 -1.23 -0.49 0.34
H 2.71 -2.35 2.28 0.45
H 4.73 -3.68 2.69 0.48
H 6.94 -2.80 2.05 0.45
H 7.14 -0.58 0.99 0.47
H 5.13 0.77 0.57 0.46
H 2.83 1.30 -1.37 0.44
H 3.24 3.68 -1.80 0.63
H 3.34 5.30 0.07 0.48
H 3.08 4.49 2.40 0.49
H 2.71 2.12 2.85 0.58
C -0.34 2.98 -2.28 -1.27
C -0.38 2.23 -1.01 1.13
C -0.43 2.96 0.27 -0.86
O -0.38 0.97 -1.05 -0.11
H 0.66 3.44 -2.35 0.29
H -1.05 3.81 -2.26 0.45
H -0.51 2.34 -3.14 0.33
H -1.29 3.64 0.26 0.57
H 0.46 3.60 0.34 0.21
H -0.48 2.29 1.13 0.07
C 2.18 -4.99 -1.58 -0.79
O 1.56 -3.69 -1.22 -0.24
P 0.00 -3.46 -1.33 -0.08
O -0.29 -2.72 0.20 0.33
C -0.57 -3.57 1.37 -0.81
O 0.04 -1.83 -1.84 -0.02
C 0.38 -1.54 -3.24 -0.68
H 2.66 -5.36 -0.68 0.27
H 2.91 -4.78 -2.36 0.29
H 1.42 -5.68 -1.94 0.40
H -0.52 -2.93 2.24 0.32
H 0.20 -4.34 1.42 0.39
H -1.56 -4.01 1.25 0.29
H 1.42 -1.80 -3.41 0.29
H 0.22 -0.47 -3.38 0.20
H -0.29 -2.11 -3.88 0.34
C -6.33 0.33 1.06 -1.25
Ge -5.63 0.67 -0.72 0.63
C -5.91 -0.83 -1.93 -1.15
C -6.16 2.39 -1.45 -1.14
C -3.60 0.83 -0.59 -1.20
Se -2.79 -0.68 0.33 0.15
C -2.89 -0.04 2.17 -0.94
H -7.42 0.34 1.01 0.41
H -6.04 1.11 1.77 0.38
H -6.03 -0.64 1.44 0.41
H -6.98 -0.98 -2.07 0.40
H -5.50 -1.75 -1.52 0.38
H -5.47 -0.64 -2.91 0.35
H -7.24 2.40 -1.61 0.39
H -5.68 2.58 -2.41 0.38
H -5.92 3.20 -0.76 0.38
H -3.27 1.74 -0.08 0.44
H -3.20 0.81 -1.61 0.38
H -3.95 0.05 2.41 0.39
H -2.39 0.92 2.26 0.26
H -2.42 -0.78 2.81 0.34
```

The total charge is +3. As for the relative energy (zero: lowest compared OMol25 entry of this formula, charge and spin): 0.00 kcal/mol.

***

3.
Density functional theory data (ωB97M-V/def2-TZVPD) for C25H41BrCuN2P2 as an isolated structure at a distorted geometry.

```
72
Properties=species:S:1:pos:R:3:mulliken_charge:R:1
C -5.37 4.82 -1.96 -0.41
C -4.17 5.60 -1.96 1.10
C -4.34 7.00 -2.21 -0.29
C -5.64 7.50 -2.38 -0.40
N -6.74 6.78 -2.29 -0.52
C -6.61 5.47 -2.10 -0.36
C -2.85 4.94 -1.80 0.16
C -2.46 3.73 -1.89 0.24
C -2.64 2.36 -2.19 0.37
C -2.86 1.46 -1.14 -0.23
C -2.53 0.11 -1.26 -0.94
C -2.08 -0.39 -2.52 0.11
C -1.95 0.49 -3.63 -0.70
C -2.24 1.84 -3.46 -0.14
Cu -0.98 4.70 -1.59 -1.15
P 0.41 1.93 2.22 1.13
H -3.51 7.71 -2.34 0.36
H -5.35 3.71 -1.90 0.31
H -5.83 8.57 -2.61 0.37
H -7.53 4.89 -2.05 0.38
H -2.14 2.48 -4.34 0.63
H -3.26 1.81 -0.19 0.57
H -1.58 0.10 -4.59 0.44
H -2.60 -0.57 -0.40 0.66
C 2.10 1.36 2.78 -0.79
C 2.78 2.01 3.98 -1.36
H 2.74 1.50 1.88 0.44
H 2.01 0.27 2.93 0.51
H 3.75 1.52 4.14 0.43
H 2.99 3.08 3.81 0.28
H 2.20 1.91 4.90 0.28
C 0.30 3.62 2.96 -0.44
C -1.08 4.25 2.84 -1.53
H 1.03 4.24 2.43 0.27
H 0.62 3.57 4.01 0.60
H -1.05 5.27 3.24 0.43
H -1.40 4.32 1.79 0.16
H -1.84 3.69 3.39 0.36
C -0.71 1.00 3.38 -0.47
C -0.38 1.02 4.87 -1.27
H -0.68 -0.02 2.99 0.36
H -1.72 1.39 3.21 0.49
H -1.18 0.51 5.41 0.41
H 0.55 0.50 5.10 0.31
H -0.32 2.04 5.28 0.30
Br -1.58 -2.13 -2.66 -0.05
P 1.22 4.56 -1.99 -0.28
C 1.30 4.50 -0.13 -0.14
C 2.74 4.51 0.40 -1.34
H 0.79 3.55 0.09 -0.02
H 0.73 5.36 0.26 0.61
H 2.78 4.34 1.48 0.41
H 3.37 3.74 -0.06 0.30
H 3.25 5.46 0.19 0.42
C 2.02 3.00 -2.39 -0.15
C 3.06 3.03 -3.54 -1.24
H 1.14 2.39 -2.67 0.24
H 2.52 2.64 -1.47 0.21
H 3.37 1.98 -3.70 0.41
H 2.64 3.41 -4.49 0.27
H 3.99 3.58 -3.28 0.32
C 0.14 4.68 -3.50 0.32
C -0.13 6.19 -3.58 -1.29
H -0.57 3.84 -3.26 -0.33
H 0.49 4.36 -4.51 0.64
H -0.96 6.68 -3.04 0.27
H 0.75 6.70 -3.20 0.49
H -0.22 6.51 -4.65 0.40
N 0.25 -0.51 0.90 -0.66
H -0.27 -1.37 1.06 0.28
H 1.24 -0.74 0.82 0.25
H -0.06 -0.09 0.02 0.15
```

The total charge is +2. As for the relative energy (zero: lowest compared OMol25 entry of this formula, charge and spin): 86.19 kcal/mol. Its spin multiplicity is 2.